No. 1
Here is 14 unconnected molecules or ions with the total composition C14H56N4O20 in a non-equilibrium geometry from the Open Molecules 2025 dataset. Energies are from ωB97M-V with the def2-TZVPD basis set.

Structure (XYZ):
```
94
Properties=species:S:1:pos:R:3:forces:R:3:lowdin_charge:R:1
C -22.442150 -13.290170 2.727780 1.7536 1.8249 1.0441 -0.79
O -22.557770 -12.117670 2.494740 -1.1290 2.0794 -0.8969 0.04
N -23.234160 -14.236020 2.288820 -1.8601 -2.0743 -1.2364 0.16
N -21.436370 -13.667340 3.527550 0.7456 -1.6447 0.7616 0.15
H -22.998270 -15.209890 2.415490 -0.3336 0.2618 -0.2033 0.11
H -23.902840 -13.943160 1.590830 0.1330 -0.3692 0.1321 0.12
H -21.210950 -14.651370 3.496290 0.6634 0.4225 0.6583 0.10
H -20.866260 -12.937120 3.929850 0.0423 -0.5160 -0.2444 0.12
C -27.642500 -21.146640 7.920910 1.8651 -1.5552 -0.0503 -0.80
O -28.431120 -21.452500 7.091470 -2.7611 0.1295 -2.1753 0.07
N -26.880060 -20.074510 7.953680 0.8621 2.8121 -0.1009 0.15
N -27.200380 -22.053650 8.790980 -0.0487 -2.5021 2.3540 0.14
H -27.004890 -19.400330 7.212060 0.1515 0.2014 0.6055 0.12
H -26.389300 -19.920120 8.822820 0.0393 0.7007 -0.6113 0.11
H -26.352640 -21.991630 9.336510 -0.3107 0.0401 -0.2613 0.10
H -27.649730 -22.954170 8.705880 0.2193 0.1653 0.2462 0.11
C -11.199840 -25.079660 8.456880 -0.3370 -0.6325 -1.0005 -0.22
C -10.910420 -26.333880 9.330760 -1.0189 1.7993 1.3267 -0.21
O -10.766360 -25.951560 10.705550 0.7948 -0.2515 0.4656 -0.09
O -12.462460 -24.449640 8.773020 0.5164 -0.6416 0.6942 -0.08
H -11.283580 -25.394920 7.416830 0.2009 -0.3634 -0.1805 0.11
H -10.421260 -24.316850 8.451180 0.3440 -0.2008 0.5655 0.11
H -9.990860 -26.885340 9.134800 -0.0588 0.3447 -0.6330 0.12
H -11.753650 -27.024570 9.326630 -0.1263 -0.0402 -0.6540 0.11
H -11.286160 -25.197450 10.993150 -0.3476 -0.0084 -0.5937 0.08
H -12.701590 -23.889140 8.031230 0.0224 0.0026 -0.0003 0.08
C -21.820920 -11.896680 10.499380 -0.9861 0.7705 2.1579 -0.23
C -21.940180 -11.334340 11.975370 0.4165 -1.1301 -1.6400 -0.25
O -23.043370 -11.887170 12.686190 0.9155 0.5654 -0.0303 -0.06
O -21.632840 -13.302770 10.353380 0.5937 0.8336 0.4237 -0.06
H -20.978370 -11.263500 10.221340 0.0779 -0.6920 -1.2155 0.11
H -22.772400 -11.679950 10.013780 0.2508 0.6647 -0.4081 0.12
H -21.972840 -10.245710 11.931770 -0.4746 0.2253 -0.3327 0.11
H -20.980810 -11.520560 12.458120 0.0693 -0.5251 0.3475 0.11
H -22.839430 -11.508960 13.544650 -0.8177 -0.4024 0.6141 0.08
H -22.441280 -13.674270 10.713960 -0.0288 -0.3142 0.0731 0.08
C -14.381890 -15.657120 3.305450 0.2918 -0.4424 -0.9181 -0.20
C -13.114040 -15.282690 4.060900 0.3804 0.2119 -0.8728 -0.24
O -12.138770 -14.849520 3.121690 0.7822 -0.2339 -0.6772 -0.08
O -14.191090 -16.947080 2.595380 -0.8391 0.8485 1.4636 -0.09
H -14.660470 -14.923990 2.548480 0.4002 0.3136 -0.0150 0.11
H -15.248390 -15.643470 3.966580 0.0189 -1.0030 0.0782 0.11
H -12.701200 -16.205800 4.467740 -0.1657 0.0508 0.3918 0.12
H -13.182690 -14.505320 4.821880 -0.6563 -0.2578 0.2221 0.12
H -11.996930 -13.900260 3.102430 -0.3405 -0.0415 0.2469 0.08
H -13.608060 -16.840300 1.840220 0.1158 0.5187 0.0928 0.07
C -22.815560 -27.086960 6.399020 1.2555 0.8623 0.5166 -0.29
C -22.633260 -25.748680 5.664000 -1.6191 -1.1389 0.2225 -0.23
O -22.273120 -25.893560 4.291600 0.9354 0.2155 0.4187 -0.06
O -23.828780 -27.914170 5.939580 -0.6664 -0.0934 -0.6335 -0.04
H -23.044700 -26.859010 7.440000 -0.0028 0.0485 0.0752 0.12
H -21.852080 -27.596500 6.385340 0.2140 -0.2539 -0.0049 0.12
H -21.921220 -25.178610 6.260740 0.3341 0.1446 -0.6947 0.12
H -23.608880 -25.267060 5.729710 -0.0594 0.4536 -0.0178 0.11
H -22.967240 -26.294160 3.763090 -0.2544 0.1383 0.2777 0.08
H -23.738560 -27.944810 4.984330 -0.1301 -0.3640 -0.1544 0.08
C -20.751510 -19.340080 6.197810 1.6813 2.2134 0.7446 -0.19
C -19.536940 -19.431290 7.226490 -1.8014 -0.3022 -0.1335 -0.26
O -18.907680 -20.652900 7.122160 0.7296 -1.5511 -0.3232 -0.07
O -20.273840 -18.799150 4.927390 -0.5069 -0.9715 0.7604 -0.09
H -21.417170 -18.606350 6.652380 -0.3168 0.1367 -0.1868 0.10
H -21.332560 -20.246550 6.028150 0.5217 -0.3093 0.3847 0.12
H -19.952490 -19.397110 8.233590 -0.2243 0.0210 0.0614 0.11
H -18.747650 -18.679570 7.220510 -0.5850 0.8275 -0.7506 0.12
H -18.672380 -20.733380 6.194930 0.3139 -0.2964 -0.1052 0.09
H -20.723360 -19.352050 4.284090 0.1834 0.2442 -0.4758 0.07
C -21.556360 -24.081350 13.255510 -1.1124 0.4989 0.7908 -0.22
C -21.213910 -22.972020 14.227220 -1.2547 1.6368 0.9255 -0.20
O -22.345510 -22.801550 15.182590 0.2372 -1.4702 -0.8275 -0.11
O -22.946230 -23.878490 12.827020 1.8840 -0.7858 -0.6234 -0.07
H -21.321630 -25.049200 13.698550 -0.8170 -0.3043 0.3056 0.11
H -20.838370 -24.064090 12.435580 -0.5452 0.5135 -0.4937 0.12
H -21.246100 -22.016620 13.703530 0.5169 -0.0610 -0.3296 0.11
H -20.244420 -23.099890 14.708700 -0.1030 -0.1525 0.1755 0.11
H -22.253750 -22.266620 15.974440 0.9025 0.0845 -0.3208 0.08
H -23.508770 -23.831410 13.603500 0.2843 0.0486 0.3831 0.07
O -14.329230 -21.643420 4.194810 -0.1568 -0.1747 0.1705 -0.06
H -14.218150 -20.714960 3.990220 -0.0069 0.3255 -0.0421 0.03
H -13.799570 -22.098470 3.540130 0.1493 -0.1352 -0.1571 0.03
O -17.774180 -23.300130 1.528940 -0.0565 0.0397 -0.2333 -0.05
H -17.008040 -22.955590 1.987820 0.2202 0.1275 0.1219 0.02
H -18.241690 -23.809230 2.191120 -0.1569 -0.1542 0.1450 0.03
O -14.141030 -18.111270 9.854700 -0.0584 0.2135 0.0973 -0.06
H -13.271260 -18.368710 9.549000 0.2371 -0.0317 -0.0605 0.03
H -14.700260 -18.859260 9.644930 -0.1871 -0.1839 -0.0410 0.03
O -18.531850 -16.865160 -1.254420 0.0282 0.1975 -0.1473 -0.05
H -19.347780 -17.351680 -1.137010 -0.2157 -0.1281 0.0026 0.03
H -17.924870 -17.259830 -0.628280 0.1907 -0.0859 0.1576 0.03
O -22.905910 -19.849740 -0.081580 0.2098 0.0686 0.1454 -0.06
H -23.564240 -20.541020 -0.011120 -0.1375 -0.2164 0.0382 0.03
H -23.274820 -19.230290 -0.711200 -0.0713 0.1676 -0.1762 0.03
O -17.057750 -12.995900 7.775150 0.0279 0.0814 -0.2449 -0.06
H -17.708730 -13.556520 8.197230 -0.2145 -0.1547 0.0872 0.03
H -16.438290 -12.780520 8.472360 0.1772 0.0651 0.1559 0.03
```
Forces are in eV/Å.

E_LUMO (eV): -0.1
Strongest force on any atom (eV/Å): 3.5
Frontier orbital gap (eV): 9.43

=====

No. 2
Here is a single C22H17I3N2O5 molecule in a non-equilibrium geometry from the Open Molecules 2025 dataset. Energies are from ωB97M-V with the def2-TZVPD basis set.

Structure (XYZ):
```
49
Properties=species:S:1:pos:R:3:forces:R:3:lowdin_charge:R:1
O -4.068645 -0.932283 3.305448 0.9433 -0.3911 -1.2595 0.08
O 5.443340 1.697209 -5.282430 -1.3982 1.1362 -0.8582 0.08
I 0.278867 1.570776 1.634488 -0.9908 -1.8806 -0.6985 0.74
I 1.910738 -4.021770 -2.050370 -0.6430 1.8045 -0.8422 0.79
I -2.765125 -0.044393 -3.611598 2.1791 -0.6633 0.0310 0.79
O 4.235348 2.773090 -6.901096 -0.4093 -0.5033 1.7851 0.09
O -1.835280 -0.443434 3.080294 -0.1873 0.0349 1.8443 0.01
O -0.999099 -2.416305 -2.095209 0.2985 -0.0767 -0.4944 -0.08
C -3.006762 -0.575621 3.789917 -2.6539 -0.1429 -1.1708 -0.45
C 4.363218 2.108402 -5.690222 1.4158 -1.4131 0.2001 -0.43
C -0.642419 0.863539 8.286098 -1.4268 -0.4477 -1.5368 -0.08
C -0.094433 0.544400 7.027388 -1.6453 0.0751 1.1107 -0.08
C -2.052615 0.852301 8.407183 1.0294 0.0360 0.0561 -0.09
C -2.136930 -2.582092 0.012624 0.8926 0.5343 -0.0686 0.04
C -0.549307 -0.786889 -0.352759 0.0249 0.3006 0.0190 -0.08
C -2.338344 -2.121894 1.327288 1.0942 0.8563 -0.9475 0.02
C -0.905497 0.190070 5.957975 -0.0905 -0.5851 -0.5411 -0.02
C -2.870758 0.492755 7.345237 0.5879 0.2979 -0.3355 -0.04
C 2.076291 -1.454372 -3.933031 0.0637 -0.0453 -0.2429 -0.07
C 0.270208 0.023891 -4.528482 -0.6969 0.4453 0.0544 -0.10
C -0.759190 -0.318967 0.938078 -0.2273 0.8439 1.2732 -0.46
C 1.224090 -2.148194 -3.057417 0.0624 -0.5296 -0.2227 -0.50
C -0.587262 -0.664091 -3.685476 -1.1121 0.1443 0.0192 -0.47
C -1.212420 -1.904413 -0.845990 -0.7525 -0.2729 1.6754 -0.29
C -1.654805 -0.964322 1.803579 -0.5522 -0.5630 -1.0037 -0.27
C -0.122425 -1.746994 -2.943784 -0.2233 -0.1385 0.7970 -0.39
C -2.318647 0.152426 6.100569 1.8842 0.5633 1.0750 -0.23
C 1.606266 -0.324810 -4.654927 -0.1822 -0.8583 0.2314 -0.22
N -3.186892 -0.182767 5.093732 1.1174 0.2825 -0.2512 0.14
N 2.066289 2.787643 -4.842420 0.3554 0.2901 -0.0540 0.05
C 2.451951 0.470864 -5.624144 -0.0295 -0.1332 0.0778 -0.10
C 3.074047 1.704292 -4.927275 -0.5684 1.2661 -0.9654 -0.29
H 5.137670 2.966279 -7.187491 0.1365 -0.1138 -0.0759 0.12
H -0.017571 1.072979 9.118739 0.3671 0.2879 0.5263 0.08
H 0.952411 0.548547 6.905448 1.0615 -0.0361 -0.1929 0.09
H -2.505218 1.148895 9.347434 0.0072 -0.1206 -0.0474 0.10
H -2.633402 -3.491982 -0.349419 0.1845 0.5270 0.1936 0.13
H 0.103573 -0.207541 -0.977079 0.2815 -0.0187 -0.2643 0.10
H -3.015000 -2.633370 1.976603 -0.2842 -0.1475 0.1974 0.11
H -0.380716 -0.148002 5.038134 -0.8106 0.4690 0.5706 0.11
H -3.945542 0.545351 7.446183 -0.1246 -0.1162 0.0853 0.11
H 3.095553 -1.839270 -4.124711 -0.6494 0.3746 0.3011 0.12
H -0.135157 0.861711 -5.095666 0.2313 -0.1990 0.1059 0.10
H -4.178183 -0.129265 5.327264 0.5717 -0.2885 -0.3898 0.16
H 2.441222 3.610307 -4.333515 -0.4014 -0.8095 -0.6046 0.09
H 1.729448 3.091255 -5.776658 0.5769 -0.3004 0.9064 0.09
H 3.255098 -0.163479 -5.990640 0.1280 -0.0726 -0.0926 0.12
H 1.834649 0.768416 -6.501602 0.4576 -0.0387 0.5782 0.14
H 3.367370 1.401126 -3.906291 0.1071 0.3363 -0.5538 0.16
```
Forces are in eV/Å.

E_LUMO (eV): -0.5
SMILES: N[C@@H](Cc1cc(I)c(Oc2ccc(OC(=O)Nc3ccccc3)c(I)c2)c(I)c1)C(=O)O
Strongest force on any atom (eV/Å): 2.9
Frontier orbital gap (eV): 7.85
Energy relative to the best compared isomer or geometry (same formula, charge and spin) (eV): 0.0000

=====

No. 3
Here is 3 unconnected molecules or ions with the total composition C5H15NO2 in a non-equilibrium geometry from the Open Molecules 2025 dataset. Energies are from ωB97M-V with the def2-TZVPD basis set.

Structure (XYZ):
```
23
Properties=species:S:1:pos:R:3:forces:R:3:lowdin_charge:R:1
C 0.502419 2.153407 -0.410310 -0.6349 0.0727 2.0102 -0.10
N -0.472501 0.981885 -0.401962 2.1256 0.9998 0.2173 -0.12
C -0.187265 0.143585 0.755129 2.4696 -2.1730 -1.6583 -0.28
C -0.987540 -1.106363 0.698881 1.0396 -2.3367 1.6460 -0.27
C -2.392341 -1.030205 0.426602 -3.9365 -0.0808 -1.1655 -0.23
C -3.479295 -0.518274 1.061635 1.7710 -0.1572 -0.8211 0.01
H 0.829473 2.260773 0.689868 -0.2263 0.2343 -1.5665 0.09
H 1.406991 1.906743 -0.983448 -0.4906 0.1767 -0.0478 0.06
H 0.058468 3.155985 -0.696926 0.3718 -1.4360 -0.0140 0.09
H -1.425144 1.277003 -0.397570 -0.5788 0.3078 0.0638 0.08
H 0.873259 -0.371121 0.621435 -1.4618 1.8246 0.4251 0.15
H -0.214729 0.545155 1.739057 -0.1013 1.1284 0.7718 0.10
H -0.586704 -1.785040 -0.052723 0.2716 0.2540 -0.2638 0.11
H -0.817431 -1.722837 1.616128 -0.0122 0.6803 -0.1687 0.14
H -2.575791 -1.555452 -0.517829 -0.5563 0.5185 -0.0045 0.10
H -3.256937 -0.106752 2.065141 -0.9387 0.1146 -0.6212 0.06
H -4.444904 -0.458125 0.483005 1.0259 -0.1786 1.3282 0.07
H 1.020861 -0.246282 -1.463286 0.3665 0.2056 -0.4835 0.00
H 1.234451 -0.774567 -2.869123 0.5549 0.3715 0.4795 0.05
O 1.726214 -0.343171 -2.140415 -0.9371 -0.5526 -0.0818 -0.08
H 4.856186 -0.267919 0.078394 0.4867 0.1574 1.0770 0.04
H 4.001790 -1.084421 -0.579487 -1.9008 -1.0947 -2.6215 -0.03
O 4.330463 -1.054010 0.277801 1.2919 0.9632 1.4992 -0.04
```
Forces are in eV/Å.

E_LUMO (eV): 0.8
SMILES: C=CCCNC.O.O
Strongest force on any atom (eV/Å): 4.1
Frontier orbital gap (eV): 10.16
Energy relative to the best compared isomer or geometry (same formula, charge and spin) (eV): 2.7770